Entry 1:
ORCA calculation (wB97M-V/def2-TZVPD) on C22H25F5NO2TeYb as an isolated structure in a non-equilibrium geometry.

XYZ file:
```
57
Properties=species:S:1:pos:R:3:forces:R:3
C 0.310 -2.982 1.276 0.15 0.27 -0.14
C -0.860 -2.262 0.934 0.13 0.24 -0.38
C -0.717 -1.799 -0.401 0.14 0.33 0.16
H -1.728 -2.106 1.569 0.22 -0.13 -0.18
C 0.567 -2.210 -0.873 0.02 0.41 0.24
C 1.194 -2.938 0.169 -0.09 0.07 -0.11
H 0.964 -2.059 -1.878 -0.16 -0.13 0.37
C 1.098 0.701 3.670 -0.25 0.10 -0.25
C -0.102 -0.039 3.540 0.30 -0.08 -0.19
C -0.905 0.580 2.548 0.27 0.34 -0.68
H -0.361 -0.932 4.104 0.04 0.32 -0.11
C -0.178 1.693 2.023 0.11 -0.66 0.18
C 1.054 1.773 2.745 0.00 -0.40 -0.45
H -1.484 -1.302 -0.992 0.19 -0.06 0.16
H 2.176 -3.396 0.106 -0.27 0.10 0.09
H 0.471 -3.508 2.210 0.06 0.20 -0.23
H 1.812 2.546 2.617 -0.19 -0.31 0.08
H -1.899 0.265 2.233 0.36 0.08 0.10
H 1.908 0.512 4.367 -0.34 0.01 -0.23
Yb 1.076 -0.363 1.077 -1.88 -1.77 1.77
C -0.477 2.500 0.774 0.09 0.34 0.06
C 0.062 3.928 0.998 -0.05 0.19 0.04
C -1.984 2.547 0.490 -0.03 -0.01 -0.15
H -0.321 4.325 1.953 0.02 -0.29 -0.31
H -0.235 4.609 0.194 0.12 -0.20 0.17
H 1.156 3.936 1.060 -0.26 0.06 -0.11
H -2.539 2.887 1.380 0.27 -0.06 -0.32
H -2.375 1.561 0.205 0.07 0.15 0.09
H -2.183 3.241 -0.338 -0.04 -0.13 0.16
C 0.249 1.750 -0.415 -0.21 0.01 -0.22
C 0.473 2.530 -1.706 0.73 1.05 -0.55
H -0.322 0.831 -0.667 0.22 0.17 0.19
H 1.299 1.496 -0.106 -0.28 0.52 -0.26
O 0.934 3.668 -1.661 -0.69 -1.10 -0.21
N 0.166 1.941 -2.924 0.65 0.12 -0.04
C 0.390 0.534 -3.307 0.08 0.25 0.07
H 0.360 2.583 -3.689 -0.03 -0.02 0.38
C -0.895 -0.232 -3.483 -0.47 -0.13 -0.21
C -0.867 -1.562 -3.932 -0.27 0.24 0.23
H 0.085 -1.994 -4.250 -0.29 -0.02 0.20
C -2.045 -2.309 -3.964 0.08 0.17 -0.01
H -2.008 -3.356 -4.269 -0.05 0.30 0.06
C -3.263 -1.722 -3.597 0.16 0.22 0.05
H -4.179 -2.316 -3.602 0.29 0.20 -0.01
C -3.301 -0.368 -3.249 0.23 -0.07 -0.15
H -4.246 0.119 -3.003 0.21 -0.20 -0.10
C -2.120 0.386 -3.218 -0.11 -0.39 0.13
H -2.134 1.455 -2.988 -0.09 -0.50 0.06
H 1.048 0.035 -2.574 -0.31 0.17 -0.15
H 0.950 0.516 -4.258 -0.12 0.15 0.37
F 1.641 -2.388 3.904 1.46 0.00 -0.17
Te 3.433 -2.199 3.243 -0.74 -0.09 0.27
F 3.665 -0.748 4.454 0.22 -1.12 -0.79
F 3.945 -3.322 4.673 -0.15 0.79 -0.96
F 5.239 -2.121 2.684 -1.21 -0.12 0.53
F 3.153 -3.805 2.265 0.43 1.02 0.64
O 2.852 -1.109 1.880 1.27 -0.59 0.82
```
Positions in Å, forces in eV/Å.

Its multiplicity is 2. For the calculated total energy, the calculation gives -81216.674 eV. For the highest occupied orbital energy (spin up / spin down), the calculation gives -8.50 / -8.51 eV. The calculation puts the relative energy (zero: lowest compared OMol25 entry of this formula, charge and spin) at 0.00 kcal/mol. As for the LUMO energy (spin up / spin down): -1.3 / -1.3 eV. Its net charge is 0. The expectation value of S² is 0.751.

---

Entry 2:
ORCA calculation (wB97M-V/def2-TZVPD) on a 2-piece molecular cluster, C22H25FN4O4 overall in a non-equilibrium geometry.

XYZ file:
```
56
Properties=species:S:1:pos:R:3:forces:R:3
O 4.524 -4.118 0.945 -0.04 0.21 -0.19
C 4.127 -3.436 1.879 0.76 -1.07 -2.14
N 4.127 -4.017 3.114 -0.75 0.89 2.11
C 3.672 -3.323 4.222 -0.60 2.03 -0.89
N 3.236 -2.084 4.146 0.46 -1.39 0.37
C 3.223 -1.428 2.907 0.38 -1.02 -0.15
C 2.754 -0.112 2.829 -0.20 0.42 0.12
O 2.338 0.489 3.980 0.13 -0.26 -0.25
C 2.723 0.561 1.608 0.03 -0.33 0.52
C 3.177 -0.061 0.432 0.19 -0.91 0.72
C 3.159 0.656 -0.854 -0.01 0.33 -0.61
C 4.202 0.495 -1.784 -0.54 0.47 -0.23
C 4.182 1.181 -3.004 -0.11 0.08 -0.08
C 3.123 2.035 -3.317 0.00 -0.58 1.03
F 3.103 2.694 -4.497 0.02 -0.22 0.39
C 2.083 2.200 -2.401 0.11 0.02 -0.11
C 2.097 1.518 -1.179 0.47 0.00 -0.47
C 3.647 -1.382 0.514 -0.03 0.08 -0.02
C 3.666 -2.064 1.742 -0.33 0.95 0.22
H 4.424 -4.981 3.179 0.01 0.16 -0.13
H 3.673 -3.816 5.190 0.07 -0.06 -0.22
H 2.480 -0.178 4.680 -0.08 0.23 -0.12
H 2.358 1.582 1.591 0.04 -0.07 0.01
H 5.045 -0.152 -1.557 -0.13 0.10 -0.01
H 4.991 1.056 -3.717 -0.07 0.03 0.06
H 1.258 2.861 -2.646 0.07 -0.06 -0.01
H 1.264 1.645 -0.492 0.11 -0.08 -0.12
H 3.982 -1.901 -0.381 -0.07 0.03 0.20
C -2.134 -0.540 2.650 0.25 0.14 -0.48
N -2.881 -0.312 1.413 -1.00 -0.31 0.50
C -2.341 0.164 0.281 0.68 0.52 0.05
O -1.148 0.431 0.216 -0.11 0.00 -0.28
C -3.277 0.384 -0.926 -0.78 0.27 0.03
N -4.705 0.313 -0.543 2.17 0.44 0.36
C -5.664 -0.448 -1.070 -1.49 -0.97 -0.46
C -5.343 -1.420 -2.187 0.09 0.26 0.20
O -6.801 -0.373 -0.638 -0.30 0.09 0.11
C -3.021 1.693 -1.713 0.81 0.46 0.08
C -2.928 2.933 -0.813 -0.14 -0.41 -0.12
C -1.780 1.622 -2.609 -0.16 -0.15 0.27
H -2.810 -0.837 3.453 -0.04 0.05 -0.25
H -1.390 -1.323 2.494 0.00 0.06 0.09
H -1.615 0.375 2.941 0.00 -0.10 -0.01
H -3.865 -0.532 1.404 0.12 0.00 -0.01
H -3.054 -0.436 -1.606 -0.16 -0.18 -0.02
H -5.028 0.958 0.162 -0.08 0.07 -0.06
H -4.948 -0.874 -3.041 0.18 -0.11 -0.13
H -6.257 -1.936 -2.478 0.09 0.16 0.14
H -4.616 -2.149 -1.835 0.17 -0.08 -0.16
H -3.869 1.842 -2.383 -0.24 -0.25 0.12
H -2.035 2.889 -0.189 -0.04 0.00 0.03
H -2.872 3.827 -1.435 -0.04 0.03 0.08
H -3.811 3.005 -0.180 -0.03 0.19 0.14
H -1.708 2.530 -3.207 -0.01 0.00 -0.07
H -0.877 1.524 -2.010 0.01 -0.08 -0.03
H -1.857 0.767 -3.280 0.14 -0.04 -0.12
```
Positions in Å, forces in eV/Å.

For the calculated total energy, the calculation gives -40089.803 eV. For the highest occupied orbital energy, the calculation gives -8.23 eV. The calculation puts the relative energy (zero: lowest compared OMol25 entry of this formula, charge and spin) at 0.00 kcal/mol. As for the LUMO energy: 0.2 eV. Its net charge is 0. The SMILES is O=c1[nH]cnc2c(O)cc(-c3ccc(F)cc3)cc12.CNC(=O)[C@@H](NC(C)=O)C(C)C.

---

Entry 3:
ORCA calculation (wB97M-V/def2-TZVPD) on a 2-piece molecular cluster, C22H25N2O overall in a non-equilibrium geometry.

XYZ file:
```
50
Properties=species:S:1:pos:R:3:forces:R:3
C -6.650 -2.476 1.941 -0.16 -0.29 0.14
C -5.396 -1.673 1.834 -0.07 0.32 -0.09
C -5.451 -0.379 1.293 0.10 0.21 -0.06
C -4.315 0.397 1.212 0.29 0.17 0.03
C -3.041 -0.083 1.664 -0.49 -0.26 -0.29
C -1.951 0.824 1.633 0.17 -0.64 0.02
C -0.631 0.676 2.142 0.40 0.28 0.30
C -0.169 -0.386 2.972 0.26 -0.17 0.10
C 1.170 -0.514 3.316 -0.42 -0.01 -0.07
C 2.075 0.479 2.921 1.38 -0.27 -0.36
O 3.436 0.364 3.200 -1.32 0.47 0.24
C 4.231 -0.467 2.396 0.01 -0.38 -0.61
C 5.133 0.144 1.519 -0.48 -0.24 0.17
C 5.844 -0.655 0.624 0.02 0.05 0.21
C 5.683 -2.041 0.638 -0.03 0.00 0.06
C 4.825 -2.637 1.562 -0.08 0.06 0.16
C 4.093 -1.854 2.459 0.11 0.38 -0.22
C 1.637 1.623 2.237 -0.10 -0.09 -0.06
C 0.320 1.698 1.833 -0.19 0.06 0.05
C -2.994 -1.449 2.083 -0.19 -0.02 0.25
C -4.156 -2.192 2.228 0.48 0.06 -0.04
H -6.468 -3.426 2.448 -0.06 0.11 -0.07
H -7.425 -1.931 2.492 0.18 -0.03 -0.09
H -7.067 -2.694 0.949 0.14 0.08 0.13
H -6.412 0.006 0.943 0.35 -0.06 0.11
H -4.364 1.408 0.801 -0.05 -0.20 0.22
H -2.144 1.762 1.107 -0.04 -0.13 0.21
H -0.868 -1.112 3.376 0.26 0.23 -0.09
H 1.525 -1.372 3.891 -0.21 0.42 -0.12
H 5.229 1.228 1.530 0.00 -0.25 -0.04
H 6.527 -0.179 -0.080 -0.17 -0.19 0.17
H 6.235 -2.658 -0.071 -0.14 0.15 0.21
H 4.711 -3.721 1.597 0.09 0.29 -0.06
H 3.413 -2.294 3.189 0.27 0.02 -0.26
H 2.352 2.409 1.998 -0.18 -0.25 0.04
H -0.015 2.562 1.256 0.13 -0.24 0.08
H -2.040 -1.933 2.275 -0.37 0.11 -0.05
H -4.116 -3.205 2.639 0.09 0.33 -0.29
C -3.596 5.449 1.366 -0.22 0.22 0.26
N -3.711 4.345 2.304 -1.02 -0.56 -0.91
C -4.737 4.582 3.304 0.00 0.35 -0.08
N -2.475 4.128 2.951 1.16 0.34 0.84
H -4.569 5.555 0.873 0.29 0.01 -0.03
H -3.351 6.407 1.860 0.05 -0.21 -0.05
H -2.829 5.234 0.614 -0.15 0.00 0.08
H -5.687 4.711 2.775 0.12 -0.11 0.22
H -4.803 3.725 3.983 -0.05 0.11 -0.15
H -4.543 5.492 3.902 0.04 -0.20 -0.08
H -2.579 3.341 3.592 0.14 0.08 -0.36
H -1.756 3.929 2.255 -0.34 -0.13 0.23
```
Positions in Å, forces in eV/Å.

For the calculated total energy, the calculation gives -28238.549 eV. For the highest occupied orbital energy, the calculation gives -10.17 eV. The calculation puts the relative energy (zero: lowest compared OMol25 entry of this formula, charge and spin) at 45.79 kcal/mol. As for the LUMO energy: -5.6 eV. Its net charge is +1.

---

Entry 4:
ORCA calculation (wB97M-V/def2-TZVPD) on one molecule with the formula C22H25N3O3 in a non-equilibrium geometry.

XYZ file:
```
53
Properties=species:S:1:pos:R:3:forces:R:3
C 3.826 0.963 -2.860 0.20 -0.03 -0.12
O 2.671 1.052 -2.063 -0.30 0.05 0.27
C 2.956 1.276 -0.693 0.05 0.13 0.01
C 3.655 0.108 -0.032 0.16 0.09 -0.11
C 3.155 -1.175 -0.213 0.08 0.00 -0.04
C 3.779 -2.252 0.390 -0.08 -0.03 -0.07
C 4.902 -2.054 1.177 0.09 0.00 0.08
C 5.401 -0.776 1.359 0.09 -0.04 0.10
C 4.781 0.304 0.754 -0.12 0.04 -0.09
C 1.644 1.507 -0.020 -0.15 -0.34 0.10
N 0.839 0.620 0.458 1.21 -0.38 -0.48
N -0.228 1.281 0.952 -0.94 0.84 0.36
C -0.023 2.542 0.752 -0.11 -0.32 0.16
C -0.939 3.653 1.099 0.01 0.20 -0.04
C -2.323 3.082 1.418 0.18 0.01 -0.28
C -2.841 2.409 0.148 -0.22 0.00 0.40
O -2.818 3.021 -0.908 0.22 0.31 -0.27
N -3.325 1.154 0.241 -0.20 -0.15 -0.14
C -3.318 0.367 1.455 0.05 -0.02 0.42
C -3.710 0.487 -0.987 0.06 0.15 -0.46
C -2.596 -0.413 -1.550 -0.24 0.12 0.09
C -2.441 -1.704 -0.798 0.11 -0.05 -0.11
C -1.326 -1.948 -0.007 -0.06 -0.01 -0.06
C -1.203 -3.141 0.685 0.04 -0.06 0.07
C -2.193 -4.105 0.596 0.03 -0.10 0.08
C -3.307 -3.872 -0.193 -0.10 -0.07 0.00
C -3.427 -2.682 -0.887 0.03 0.03 0.02
O 1.160 2.758 0.141 0.01 0.21 -0.09
H 4.462 0.124 -2.556 -0.02 0.04 -0.05
H 4.412 1.889 -2.811 -0.01 -0.03 -0.02
H 3.477 0.807 -3.878 0.09 0.01 -0.01
H 3.560 2.194 -0.586 -0.05 -0.20 0.03
H 2.278 -1.313 -0.826 -0.10 -0.07 -0.07
H 3.387 -3.247 0.247 -0.04 -0.09 -0.01
H 5.388 -2.895 1.650 0.04 -0.07 0.03
H 6.277 -0.617 1.971 0.07 0.00 0.04
H 5.174 1.301 0.895 0.03 0.10 -0.01
H -1.006 4.324 0.240 -0.01 -0.01 0.10
H -0.536 4.213 1.947 -0.02 0.01 -0.04
H -2.250 2.397 2.255 -0.07 0.02 0.07
H -3.001 3.900 1.668 0.00 -0.06 0.01
H -2.297 0.177 1.790 -0.09 -0.05 0.06
H -3.793 -0.589 1.250 -0.01 0.03 0.03
H -3.882 0.868 2.244 0.01 -0.06 0.03
H -4.616 -0.097 -0.804 0.03 0.03 -0.01
H -3.930 1.273 -1.713 -0.06 -0.19 0.10
H -1.660 0.146 -1.529 0.02 0.04 -0.09
H -2.840 -0.631 -2.592 0.05 0.02 -0.03
H -0.551 -1.201 0.076 0.08 0.08 -0.01
H -0.330 -3.316 1.296 0.08 -0.01 0.07
H -2.097 -5.036 1.136 0.01 -0.07 0.04
H -4.081 -4.622 -0.272 -0.05 -0.06 -0.01
H -4.294 -2.510 -1.510 -0.09 0.02 -0.07
```
Positions in Å, forces in eV/Å.

For the calculated total energy, the calculation gives -33832.303 eV. For the highest occupied orbital energy, the calculation gives -8.62 eV. The calculation puts the relative energy (zero: lowest compared OMol25 entry of this formula, charge and spin) at 74.49 kcal/mol. As for the LUMO energy: 0.8 eV. Its net charge is 0. The SMILES is CO[C@H](c1ccccc1)c1nnc(CCC(=O)N(C)CCc2ccccc2)o1.

---

Entry 5:
ORCA calculation (wB97M-V/def2-TZVPD) on one molecule with the formula C22H25N3O3S in a non-equilibrium geometry.

XYZ file:
```
54
Properties=species:S:1:pos:R:3:forces:R:3
C 2.706 -4.492 -6.125 -0.16 -0.10 0.16
C 2.016 -4.525 -4.768 0.17 0.25 -0.04
C 2.460 -3.361 -3.888 -0.06 -0.24 0.07
C 1.738 -3.351 -2.541 -0.19 -0.02 -0.23
S -0.039 -2.981 -2.709 0.11 -0.11 -0.03
C 0.107 -1.484 -1.792 -0.01 0.34 0.09
N -0.901 -0.746 -1.650 -0.15 -1.19 -1.61
N -1.153 0.254 -0.858 -0.23 1.24 1.50
C -1.186 1.486 -1.170 0.38 -0.72 -0.75
C -1.629 2.469 -0.207 -0.24 0.42 0.58
C -1.495 3.834 -0.474 -0.02 -0.31 0.07
C -1.872 4.771 0.460 -0.10 0.17 0.29
C -2.397 4.374 1.692 0.10 -0.02 -0.23
O -2.724 5.378 2.548 0.12 0.03 -0.31
C -3.244 5.045 3.812 -0.09 -0.06 0.21
C -2.549 3.015 1.960 -0.13 0.23 0.24
C -2.168 2.081 1.019 0.03 0.11 -0.38
N 1.411 -1.320 -1.320 -0.24 0.43 0.37
C 1.809 -0.177 -0.520 0.28 0.24 0.14
C 1.110 -0.086 0.811 0.07 -0.18 0.09
C 0.592 -1.201 1.447 0.18 0.20 -0.19
C -0.040 -1.095 2.675 -0.18 0.01 0.34
C -0.148 0.142 3.296 0.15 0.06 -0.18
O -0.756 0.367 4.495 0.08 0.24 -0.12
C -1.312 -0.730 5.180 -0.07 -0.15 0.09
C 0.394 1.265 2.668 0.01 -0.12 0.23
C 1.006 1.150 1.442 0.05 -0.21 0.07
C 2.321 -2.276 -1.643 0.24 -0.47 -0.10
O 3.479 -2.260 -1.293 0.06 -0.07 -0.02
H 2.383 -5.331 -6.736 0.03 -0.05 -0.13
H 2.468 -3.571 -6.652 0.01 0.09 -0.10
H 3.786 -4.549 -6.005 0.12 0.00 -0.04
H 2.244 -5.467 -4.264 -0.06 -0.05 0.06
H 0.933 -4.473 -4.904 -0.04 -0.08 -0.01
H 3.533 -3.425 -3.691 0.01 0.02 -0.02
H 2.266 -2.417 -4.403 0.03 0.05 0.01
H 1.843 -4.327 -2.060 0.09 0.15 0.06
H -0.851 1.854 -2.146 -0.08 -0.13 -0.10
H -1.086 4.156 -1.420 0.04 0.04 -0.11
H -1.768 5.827 0.266 0.01 0.12 -0.02
H -4.194 4.508 3.727 0.05 0.00 0.01
H -3.411 5.993 4.321 -0.01 -0.10 0.00
H -2.537 4.442 4.391 -0.03 0.01 -0.02
H -2.955 2.676 2.899 -0.04 -0.01 0.11
H -2.280 1.028 1.221 0.01 -0.12 0.06
H 1.641 0.742 -1.093 0.03 -0.09 0.04
H 2.889 -0.297 -0.367 -0.22 0.08 -0.12
H 0.672 -2.175 0.987 -0.02 -0.09 -0.07
H -0.440 -1.987 3.131 -0.05 -0.06 0.08
H -2.108 -1.206 4.599 0.04 0.00 0.01
H -1.731 -0.322 6.099 0.01 -0.08 -0.05
H -0.550 -1.475 5.432 -0.03 0.02 -0.03
H 0.310 2.221 3.159 -0.04 0.13 0.06
H 1.408 2.031 0.963 0.01 0.14 -0.07
```
Positions in Å, forces in eV/Å.

For the calculated total energy, the calculation gives -44666.659 eV. For the highest occupied orbital energy, the calculation gives -7.89 eV. The calculation puts the relative energy (zero: lowest compared OMol25 entry of this formula, charge and spin) at 76.94 kcal/mol. As for the LUMO energy: 0.7 eV. Its net charge is 0. The SMILES is CCC[C@@H]1S/C(=N/N=C/c2ccc(OC)cc2)N(Cc2ccc(OC)cc2)C1=O.